No. 1
{"formula": "C4H13N3", "method": "ωB97M-V/def2-TZVPD", "spin_multiplicity": 1, "smiles": "CC[N@@H+]1CNC[NH2+]1", "e_tot_ha": -323.69187, "total_charge": 2, "homo_ev": -20.12, "symbols": ["C", "C", "C", "C", "N", "N", "N", "H", "H", "H", "H", "H", "H", "H", "H", "H", "H", "H", "H", "H"], "xyz": [[1.820, 1.125, 0.990], [0.154, -0.335, 1.330], [-1.805, -1.206, -1.357], [-1.407, 0.095, -0.708], [1.460, -0.061, 1.645], [0.934, 0.965, -0.505], [0.000, -0.137, -0.240], [1.351, 2.024, 1.462], [2.897, 1.282, 0.705], [-0.155, -1.269, 1.876], [-0.603, 0.320, 1.656], [-1.299, -1.330, -2.308], [-1.650, -2.067, -0.755], [-2.869, -1.073, -1.428], [-2.139, 0.355, 0.139], [-1.388, 0.655, -1.551], [2.097, -0.795, 1.761], [0.492, 1.867, -0.669], [1.745, 0.548, -1.153], [0.365, -0.962, -0.889]]}

No. 2
{"formula": "C4H7N3", "method": "ωB97M-V/def2-TZVPD", "spin_multiplicity": 1, "smiles": "[H]/N=C/N(C=C)N=C", "e_tot_ha": -320.79534, "total_charge": 0, "homo_ev": -8.63, "symbols": ["C", "C", "C", "C", "H", "H", "H", "H", "H", "H", "H", "N", "N", "N"], "xyz": [[0.986, 1.929, -0.240], [0.057, 1.135, 0.250], [-1.433, -0.683, -0.091], [2.024, -1.030, 0.063], [0.969, 2.974, 0.016], [1.816, 1.526, -0.748], [-0.733, 1.520, 0.866], [-1.449, -1.787, -0.182], [-3.235, -0.465, -0.127], [2.412, -0.078, 0.487], [2.749, -1.876, 0.006], [-0.122, -0.254, 0.066], [-2.420, 0.103, -0.021], [0.781, -1.266, -0.075]]}

No. 3
{"formula": "C4H5FN2", "method": "ωB97M-V/def2-TZVPD", "spin_multiplicity": 1, "smiles": "FC1(C2CC2)N=N1", "e_tot_ha": -364.65375, "total_charge": 0, "homo_ev": -9.32, "symbols": ["C", "C", "C", "C", "N", "N", "F", "H", "H", "H", "H", "H"], "xyz": [[-0.286, -0.513, -0.424], [-0.206, 0.214, 0.862], [0.805, 0.526, -0.221], [2.198, 0.095, 0.054], [3.056, -0.667, -1.086], [2.889, -1.169, 0.007], [2.965, 1.066, 0.575], [0.125, -1.565, -0.379], [-1.028, -0.216, -1.200], [-1.052, 1.055, 1.200], [0.201, -0.312, 1.824], [0.761, 1.378, -0.768]]}

No. 4
{"formula": "C18H25N2O8S4W", "method": "ωB97M-V/def2-TZVPD", "spin_multiplicity": 1, "e_tot_ha": -3071.71601, "total_charge": 1, "homo_ev": -11.18, "symbols": ["W", "C", "C", "S", "C", "C", "S", "C", "C", "S", "C", "C", "S", "H", "H", "H", "H", "H", "H", "H", "H", "H", "H", "H", "H", "H", "H", "H", "H", "O", "C", "O", "C", "C", "C", "N", "C", "C", "C", "O", "O", "H", "H", "H", "C", "O", "C", "C", "H", "H", "H", "H", "H", "H", "O", "N", "O", "O"], "xyz": [[1.118, -0.249, 0.820], [0.889, -1.690, -3.229], [1.014, -3.075, -2.592], [1.229, -3.039, -0.781], [-0.227, -3.908, -0.152], [-1.520, -3.130, -0.219], [-1.539, -1.599, 0.774], [-2.976, -0.885, -0.108], [-3.158, 0.631, -0.098], [-2.003, 1.599, -1.113], [-2.263, 1.022, -2.815], [-0.954, 0.493, -3.417], [-0.273, -0.714, -2.241], [0.512, -1.793, -4.247], [1.848, -1.173, -3.260], [1.883, -3.590, -2.998], [0.124, -3.673, -2.788], [0.029, -4.152, 0.874], [-0.320, -4.841, -0.707], [-2.330, -3.754, 0.162], [-1.740, -2.838, -1.241], [-3.840, -1.351, 0.369], [-2.909, -1.240, -1.134], [-3.047, 1.052, 0.904], [-4.170, 0.852, -0.435], [-2.632, 1.865, -3.395], [-3.027, 0.243, -2.812], [-0.234, 1.294, -3.595], [-1.155, -0.024, -4.357], [-2.899, 3.725, 3.049], [-1.951, 4.448, 3.636], [-1.819, 5.416, 4.308], [-1.400, 3.321, 2.876], [-0.825, 3.531, 1.540], [-0.152, 2.565, 0.925], [0.015, 1.287, 1.477], [-0.266, 1.194, 2.855], [-0.960, 2.091, 3.543], [0.573, 0.160, 3.531], [0.358, -0.307, 4.601], [1.654, -0.093, 2.748], [-0.942, 4.498, 1.064], [0.284, 2.713, -0.050], [-1.120, 1.937, 4.604], [4.018, 1.071, 0.927], [2.594, 1.317, 0.635], [2.034, 0.752, -0.537], [2.574, 1.079, -1.850], [4.109, 1.068, 2.003], [4.583, 1.890, 0.498], [4.337, 0.122, 0.523], [3.497, 0.519, -2.031], [2.807, 2.145, -1.885], [1.861, 0.837, -2.634], [0.923, -2.308, 1.885], [2.203, -2.448, 1.917], [2.778, -3.272, 2.541], [2.805, -1.592, 1.133]]}

What is the formula in the second record? C4H7N3

Number 1 is which compound? C4H13N3